This record from the OMol25 dataset describes a cluster of 2 separate species, C6H16 in total in a non-equilibrium geometry. The level of theory is ωB97M-V/def2-TZVPD.

Geometry as XYZ:
```
22
Properties=species:S:1:pos:R:3:forces:R:3:mulliken_charge:R:1
C -1.414 -2.237 -1.150 -0.343 -3.229 1.073 -1.064
C 1.007 -1.353 -0.519 -1.869 0.631 1.406 -0.634
C -0.061 -1.688 -1.581 0.326 0.480 -3.178 -0.248
C 0.379 1.642 1.645 -0.761 1.516 -1.256 -0.289
C 1.234 2.340 0.520 1.366 -4.823 0.136 -1.220
C -0.989 1.397 1.062 -2.248 0.273 -0.921 -0.625
H 0.715 -1.633 0.526 0.068 -0.649 -0.912 0.267
H 0.716 0.716 2.085 0.713 -0.245 -0.140 0.290
H 1.899 -1.845 -0.798 1.221 -0.133 0.065 0.396
H 1.112 1.924 -0.563 -0.541 1.199 1.918 0.248
H 1.117 -0.279 -0.307 0.362 -0.218 -0.889 -0.177
H -0.243 -0.767 -2.281 0.220 -1.320 1.445 0.265
H -1.830 -3.171 -1.740 0.752 2.333 0.370 0.283
H 1.133 3.347 0.724 0.082 2.182 -0.551 0.471
H -1.366 2.281 0.360 0.585 -1.613 1.928 0.247
H 0.376 -2.399 -2.386 -0.436 0.832 1.585 0.345
H -1.651 1.157 1.916 -0.378 0.645 -0.548 0.323
H -1.366 -2.777 -0.149 0.325 0.946 -0.756 0.280
H -2.150 -1.471 -1.019 -0.605 0.279 -0.196 0.264
H 0.284 2.385 2.486 0.118 -0.746 -0.712 0.318
H 2.239 1.940 0.754 0.162 1.048 -0.216 0.288
H -1.143 0.493 0.416 0.884 0.612 0.351 -0.028
```
Forces are in eV/Å.

Calculated values
* LUMO energy: 1.1 eV
* DFT total energy: -238.12828 Ha
* molecular weight: 88.19 u
* charge: 0
* ΔE to the lowest compared entry with this formula, charge and spin: 179.2 kJ/mol
* frontier orbital gap: 11.89 eV